No. 1
Entry from the OMol25 dataset: a structure of composition C33H39ClFeN2O6Sb at a distorted geometry (ωB97M-V/def2-TZVPD).

Results
E_tot ... -3806.007561 a.u.
Lowest unoccupied orbital energy (spin up / spin down) ... -0.3 / -2.2 eV
Spin multiplicity ... 6
Total charge ... 0
E_HOMO (spin up / spin down) ... -7.75 / -7.84 eV
ΔE to the lowest compared entry with this formula, charge and spin ... 123.2 kJ/mol
Expectation value of S² ... 8.762

Cartesian coordinates (Å):
Fe  0.8211  -0.1448  0.9233
Cl  1.7490  4.5752  -4.6294
C  1.7972  3.2014  -3.5576
C  1.8349  1.9096  -4.0832
C  1.7974  0.8232  -3.2381
C  1.6595  0.9616  -1.8361
O  1.4184  -0.0935  -1.0925
C  1.8496  2.2735  -1.3299
C  2.2001  2.5035  0.0527
N  2.2870  1.5571  0.8909
C  2.8475  1.6936  2.1742
C  3.1613  2.8477  2.8237
C  3.7351  2.8165  4.1150
C  3.9983  1.6303  4.7284
C  3.6936  0.4128  4.0702
C  3.9479  -0.8525  4.6383
C  3.6345  -1.9829  3.9427
C  3.0020  -1.8486  2.6945
N  2.7244  -0.6909  2.1395
C  3.0983  0.4459  2.8006
C  1.8607  3.3737  -2.1997
H  1.9121  1.7725  -5.1557
H  1.8656  -0.1828  -3.6364
H  2.4991  3.5253  0.3077
H  2.9433  3.8091  2.3722
H  3.9552  3.7503  4.6179
H  4.4274  1.5990  5.7236
H  4.3853  -0.9097  5.6291
H  3.8380  -2.9690  4.3381
H  2.7035  -2.7352  2.1436
H  1.9430  4.3742  -1.7861
O  -2.0750  -1.0227  3.3337
C  -1.7448  -0.4951  2.2962
O  -0.9395  -1.0730  1.4076
C  -2.3477  0.8947  1.9605
C  -2.3554  1.2177  0.4672
C  -3.2221  2.4455  0.1692
C  -2.3079  3.5904  0.6746
C  -1.1120  2.8025  1.2058
O  -1.0143  1.7111  0.2422
C  -1.5009  2.0895  2.5141
C  -0.2391  1.6998  3.2710
O  0.0419  2.3177  4.2921
O  0.4661  0.7555  2.7466
H  -3.3568  0.8937  2.3666
H  -2.5597  0.3642  -0.1670
H  -4.1819  2.3892  0.6836
H  -3.4089  2.5357  -0.8980
H  -2.7626  4.1960  1.4566
H  -2.0039  4.2428  -0.1450
H  -0.1828  3.3603  1.2520
H  -2.0554  2.7539  3.1711
C  1.1731  -3.3630  -0.0055
C  0.5785  -3.1707  -1.4034
C  0.0153  -4.4655  -1.9740
Sb  -0.9097  -1.6126  -1.2865
C  -1.0775  -0.8443  -3.2988
C  -1.3251  -1.8778  -4.3916
C  -2.0814  0.3052  -3.3032
C  -2.7283  -2.7920  -0.9157
C  -3.7286  -2.1040  0.0092
C  -3.3826  -3.2304  -2.2184
H  1.9819  -4.1009  -0.0350
H  0.4227  -3.7151  0.7081
H  1.5946  -2.4330  0.3833
H  1.3395  -2.7512  -2.0640
H  -0.7652  -4.8844  -1.3342
H  0.8179  -5.2085  -2.0354
H  -0.3956  -4.3419  -2.9773
H  -0.0874  -0.4261  -3.4247
H  -2.3308  -2.2945  -4.3529
H  -0.6059  -2.7006  -4.3620
H  -1.2114  -1.3816  -5.3615
H  -3.1011  -0.0414  -3.1077
H  -2.0790  0.7968  -4.2811
H  -1.8246  1.0579  -2.5561
H  -2.3096  -3.6557  -0.3911
H  -4.1837  -1.2316  -0.4708
H  -3.2750  -1.7987  0.9441
H  -4.5375  -2.8034  0.2478
H  -3.7888  -2.3773  -2.7671
H  -4.2199  -3.8947  -1.9811
H  -2.7026  -3.7744  -2.8754

Atoms 1-2, force components in eV/Å:
Fe 0.616 1.056 0.493
Cl 0.031 -0.066 0.063



No. 2
Entry from the OMol25 dataset: a cluster of 2 separate species, C2H4IN in total at a distorted geometry (ωB97M-V/def2-TZVPD).

Results
E_tot ... -430.975524 a.u.
Lowest unoccupied orbital energy ... 0.3 eV
Total charge ... 0
E_HOMO ... -9.43 eV
ΔE to the lowest compared entry with this formula, charge and spin ... 151.3 kJ/mol

Cartesian coordinates (Å):
C  2.5207  0.7383  0.0019
C  -0.8501  -1.1336  0.0539
N  1.8842  1.6967  -0.1759
I  -2.8371  -0.0882  0.0600
H  -0.1773  -0.2219  -0.1135
H  -1.1374  -1.8702  -0.6379
H  -0.7509  -1.5518  1.1363
H  1.3479  2.4308  -0.3247

Atoms 1-2, force components in eV/Å:
C -0.090 0.192 -0.025
C -0.646 2.366 3.342



No. 3
Entry from the OMol25 dataset: a structure of composition C28H45BrN2NiP2 at a distorted geometry (ωB97M-V/def2-TZVPD).

Results
E_tot ... -5967.830632 a.u.
Lowest unoccupied orbital energy (spin up / spin down) ... -7.5 / -9.1 eV
Spin multiplicity ... 3
Total charge ... +2
E_HOMO (spin up / spin down) ... -12.20 / -12.24 eV
ΔE to the lowest compared entry with this formula, charge and spin ... 0.0 kJ/mol
Expectation value of S² ... 2.182

Cartesian coordinates (Å):
N  -0.2628  4.3548  -10.4434
C  0.5356  3.2964  -10.3073
C  0.8250  2.7393  -9.0525
C  0.1808  3.2727  -7.9155
C  -0.6762  4.3797  -8.0893
C  -0.8390  4.9058  -9.3773
C  0.3384  2.6562  -6.6135
Ni  -0.0495  0.2565  -0.0620
P  -4.7236  -3.0597  2.7759
C  -0.6623  2.6337  -5.6984
C  -0.5578  1.9349  -4.4376
C  -1.6975  1.7511  -3.6363
C  -1.5851  1.1386  -2.3820
C  -0.3127  0.7861  -1.9376
C  0.8089  0.8191  -2.7538
C  0.6911  1.4221  -4.0111
Br  -0.7460  -1.5048  1.1746
H  1.2843  2.1376  -6.4451
H  -1.6323  3.0912  -5.9421
H  1.4970  1.8852  -8.9664
H  -1.2008  4.8118  -7.2347
H  0.9717  2.8556  -11.2081
H  -1.4689  5.7840  -9.5256
H  -2.6658  2.1017  -4.0054
H  1.5639  1.5167  -4.6435
H  -2.4630  0.9405  -1.7711
H  1.7629  0.4096  -2.4319
P  -0.6481  2.0762  0.8179
C  -4.0002  -3.8237  1.2513
C  -4.9362  -4.9250  0.7412
H  -3.0050  -4.2255  1.4917
H  -3.8604  -3.0356  0.4986
H  -4.4006  -5.6058  0.0721
H  -5.3428  -5.5121  1.5730
H  -5.7732  -4.4924  0.1830
C  -5.4637  -1.5265  2.0596
C  -6.5738  -1.0127  2.9770
H  -5.8562  -1.7787  1.0649
H  -4.6717  -0.7760  1.9324
H  -7.2465  -0.3516  2.4218
H  -7.1655  -1.8443  3.3789
H  -6.1644  -0.4445  3.8202
C  -3.2419  -2.3073  3.5591
C  -2.6683  -3.1875  4.6638
H  -3.4909  -1.2999  3.9281
H  -2.5009  -2.1785  2.7467
H  -1.9554  -2.6082  5.2604
H  -3.4485  -3.5714  5.3309
H  -2.1264  -4.0347  4.2298
C  0.0430  2.2531  2.5172
C  0.6171  3.6116  2.9106
H  0.8014  1.4640  2.6104
H  -0.7652  1.9759  3.2076
H  1.5364  3.8484  2.3653
H  -0.0838  4.4303  2.7213
H  0.8523  3.6177  3.9824
C  -2.4617  2.1081  1.1433
C  -3.2849  3.0888  0.3153
H  -2.5822  2.3162  2.2173
H  -2.7962  1.0721  0.9855
H  -3.1780  4.1104  0.6987
H  -3.0029  3.0981  -0.7427
H  -4.3478  2.8224  0.3653
C  -0.1995  3.6145  -0.0654
C  1.2725  3.6702  -0.4735
H  -0.4590  4.4669  0.5816
H  -0.8333  3.6759  -0.9610
H  1.3561  4.0503  -1.5005
H  1.8453  4.3416  0.1773
H  1.7706  2.6917  -0.4527
C  4.9156  1.2299  1.6345
C  4.4271  0.0730  0.7229
C  3.0083  0.1374  0.4433
N  1.8623  0.2129  0.2560
H  4.7886  2.2043  1.1376
H  5.9748  1.1328  1.8940
H  4.3572  1.2266  2.5825
H  4.9696  0.0819  -0.2413
H  4.6396  -0.9016  1.2050

Atoms 1-2, force components in eV/Å:
N 0.021 0.136 -0.493
C 0.003 -0.059 0.924



No. 4
Entry from the OMol25 dataset: a structure of composition C29H56N5O13V at a distorted geometry (ωB97M-V/def2-TZVPD).

Results
E_tot ... -3334.318667 a.u.
Lowest unoccupied orbital energy (spin up / spin down) ... -5.6 / -5.6 eV
Spin multiplicity ... 4
Total charge ... +1
E_HOMO (spin up / spin down) ... -10.68 / -10.68 eV
ΔE to the lowest compared entry with this formula, charge and spin ... 400.7 kJ/mol
Expectation value of S² ... 3.760

Cartesian coordinates (Å):
V  0.2954  -10.5688  13.8361
C  1.1736  -14.5920  13.2824
C  0.9250  -13.0754  13.4448
O  1.6701  -12.3805  14.1678
O  -0.0638  -12.5499  12.9106
H  0.3756  -15.0210  12.6765
H  1.0794  -15.0916  14.2466
H  2.1705  -14.8149  12.9020
C  -0.9148  -13.4331  16.5380
C  -1.3596  -12.0691  16.2879
O  -0.7381  -11.3051  15.6102
N  -2.6156  -11.8308  16.7140
C  -3.3919  -10.7073  16.2805
H  -1.7548  -14.1043  16.7164
H  -0.2662  -13.4562  17.4137
H  -0.3785  -13.7090  15.6300
H  -3.1157  -12.5504  17.2161
H  -4.0397  -11.0115  15.4584
H  -2.7510  -9.9037  15.9178
H  -3.9218  -10.2647  17.1240
C  4.7605  -20.8120  13.0615
C  4.1349  -19.9319  12.0281
O  4.7898  -19.6166  11.0236
N  2.8826  -19.4305  12.2024
C  2.2223  -18.4814  11.2787
H  4.5909  -21.8014  12.6366
H  4.3358  -20.7471  14.0633
H  5.8489  -20.7598  13.0862
H  2.3937  -19.5787  13.0737
H  2.0198  -17.5708  11.8425
H  1.2307  -18.8740  11.0537
H  2.8246  -18.2640  10.3965
C  7.6779  -15.0604  16.9769
C  6.1937  -15.0494  17.0414
O  5.5480  -15.7537  17.8008
N  5.6192  -14.3144  16.1144
C  4.2352  -14.0492  16.0584
H  8.0830  -14.4585  17.7904
H  8.0532  -14.6270  16.0499
H  8.2416  -15.9915  17.0348
H  6.1410  -13.6916  15.5144
H  4.0560  -13.2392  15.3513
H  3.8708  -13.7481  17.0405
H  3.6604  -14.9460  15.8271
C  0.5112  -14.2520  9.7078
C  1.9261  -14.7025  10.1032
O  2.1859  -15.8710  10.0126
N  2.9273  -13.8084  10.2636
C  2.7649  -12.3356  10.2065
H  0.3602  -14.1544  8.6327
H  0.2815  -13.2854  10.1560
H  -0.2089  -15.0412  9.9242
H  3.8526  -14.1911  10.3961
H  3.7747  -11.9280  10.1605
H  2.2770  -12.0298  11.1320
H  2.2379  -11.9413  9.3376
C  5.9385  -17.0551  8.8694
C  5.6329  -16.2099  10.0678
O  5.6746  -14.9844  10.0404
N  5.2969  -16.8577  11.2116
C  4.9990  -16.2343  12.4936
H  6.8836  -16.8037  8.3880
H  5.1534  -16.7946  8.1596
H  5.8418  -18.1368  8.9619
H  5.1076  -17.8494  11.1824
H  4.9002  -15.1605  12.3347
H  5.9626  -16.3705  12.9846
H  4.2982  -16.7348  13.1619
O  -1.8064  -19.3831  16.0833
C  -2.3052  -18.4190  15.5126
O  -3.6211  -18.3959  15.3316
C  -3.9909  -17.4527  14.3402
C  -2.7696  -16.5900  14.0085
C  -1.6674  -17.3045  14.7773
H  -4.8550  -16.8835  14.6829
H  -4.2793  -17.9777  13.4296
H  -2.8157  -15.5787  14.4126
H  -2.6674  -16.5854  12.9233
H  -1.1167  -16.6773  15.4783
H  -0.9670  -17.8817  14.1737
O  -2.6980  -13.6579  9.2968
C  -3.3278  -13.3461  10.2928
O  -4.4010  -12.5294  10.2122
C  -5.0732  -12.3720  11.4832
C  -4.5772  -13.4870  12.3829
C  -3.2178  -13.8115  11.7277
H  -6.1426  -12.5311  11.3450
H  -4.8665  -11.4135  11.9592
H  -5.2816  -14.3176  12.4284
H  -4.5562  -13.3206  13.4599
H  -2.8809  -14.8398  11.5962
H  -2.3308  -13.3400  12.1506
O  7.9310  -9.1275  15.0236
C  6.7918  -9.2406  14.6938
O  6.2913  -8.6317  13.6149
C  4.8546  -8.9121  13.4447
C  4.4495  -9.5745  14.7373
C  5.7120  -10.1136  15.3892
H  4.8428  -9.5286  12.5459
H  4.2330  -8.0417  13.2345
H  3.7480  -10.4015  14.6274
H  4.0518  -8.7914  15.3829
H  5.8758  -11.1612  15.1367
H  5.7955  -9.9191  16.4585

Atoms 1-2, force components in eV/Å:
V 0.213 -3.923 1.008
C -0.617 0.695 0.255